Record 1
{"formula": "C10H9NO3", "method": "ωB97M-V/def2-TZVPD", "species": ["C", "C", "C", "C", "C", "C", "C", "C", "C", "C", "N", "O", "O", "O", "H", "H", "H", "H", "H", "H", "H", "H", "H"], "coordinates": [[0.7389, 2.3062, -0.2256], [-3.3260, -0.5814, -0.3522], [-2.5666, 0.0983, -1.2891], [-2.8533, -0.6679, 0.9551], [-1.3595, 0.6505, -0.9592], [-1.5812, -0.1584, 1.3275], [-0.8271, 0.4817, 0.3317], [2.0772, 0.0502, -0.6858], [3.4794, -1.7167, -0.0936], [0.3028, 1.2608, 0.6144], [1.0520, 3.0869, -1.0176], [1.6971, -0.2203, -1.7455], [0.7514, 1.2575, 1.9653], [3.0060, -0.3818, 0.0894], [-4.3143, -0.9949, -0.4135], [-2.9679, 0.1380, -2.3441], [-3.5210, -1.1944, 1.7320], [-0.6107, 1.0387, -1.7118], [-1.1796, -0.3611, 2.2632], [4.0147, -1.8060, -1.0403], [2.5603, -2.3968, -0.0546], [4.0643, -1.9097, 0.7620], [1.3633, 2.0206, 1.8922]], "nbo_charge": [0.1663, -0.2248, -0.1924, -0.1899, -0.1915, -0.1918, -0.1271, 0.8021, -0.2689, 0.1984, -0.2920, -0.5398, -0.6469, -0.5150, 0.2218, 0.2212, 0.2151, 0.2462, 0.2237, 0.2012, 0.1931, 0.2042, 0.4867], "e_lumo_ev": [-0.8, -0.2], "spin_multiplicity": 1, "e_homo_ev": [-8.1, -7.6], "e_tot_ha": -666.7896, "total_charge": 0}

=====

Record 2
{"formula": "C114H80O22", "method": "ωB97M-V/def2-TZVPD", "species": ["O", "C", "C", "C", "C", "C", "C", "C", "C", "O", "C", "C", "C", "C", "C", "C", "H", "H", "H", "H", "H", "H", "H", "H", "O", "C", "C", "C", "C", "C", "C", "C", "C", "O", "C", "C", "C", "C", "C", "C", "H", "H", "H", "H", "H", "H", "H", "H", "O", "C", "C", "C", "C", "C", "C", "C", "C", "O", "C", "C", "C", "C", "C", "C", "H", "H", "H", "H", "H", "H", "H", "H", "O", "C", "C", "C", "C", "C", "C", "C", "C", "O", "C", "C", "C", "C", "C", "C", "H", "H", "H", "H", "H", "H", "H", "H", "O", "C", "C", "C", "C", "C", "C", "C", "C", "O", "C", "C", "C", "C", "C", "C", "H", "H", "H", "H", "H", "H", "H", "H", "O", "C", "C", "C", "C", "C", "C", "C", "C", "O", "C", "C", "C", "C", "C", "C", "H", "H", "H", "H", "H", "H", "H", "H", "O", "C", "C", "C", "C", "C", "C", "C", "C", "O", "C", "C", "C", "C", "C", "C", "H", "H", "H", "H", "H", "H", "H", "H", "O", "C", "C", "C", "C", "O", "H", "H", "H", "H", "H", "H", "O", "C", "C", "C", "C", "O", "H", "H", "H", "H", "H", "H", "O", "C", "C", "C", "C", "O", "H", "H", "H", "H", "H", "H", "O", "C", "C", "C", "C", "O", "H", "H", "H", "H", "H", "H"], "coordinates": [[4.1990, -5.3843, -4.3190], [4.8485, -4.7624, -3.4711], [4.2060, -4.0972, -2.3248], [2.8298, -4.2263, -2.1561], [2.1925, -3.5115, -1.1461], [2.8942, -2.6452, -0.2850], [4.2453, -2.4977, -0.5545], [4.8740, -3.2495, -1.5421], [6.3020, -3.0306, -1.7199], [6.9256, -2.1082, -1.1991], [7.0205, -3.8484, -2.6855], [8.4253, -3.7413, -2.7456], [9.0327, -4.3002, -3.8751], [8.2929, -5.1930, -4.6750], [6.9793, -5.4383, -4.4926], [6.2985, -4.5854, -3.5839], [2.2344, -4.8121, -2.8306], [1.0893, -3.5494, -1.1520], [2.3774, -2.1292, 0.5386], [4.9462, -1.9449, 0.1109], [8.9333, -3.0706, -2.0825], [10.1497, -4.1956, -3.9950], [8.8170, -5.7927, -5.4930], [6.2940, -6.1290, -4.9487], [4.4798, 4.9819, 1.0280], [3.8560, 4.3325, 1.8110], [3.1782, 5.0871, 2.9773], [3.6828, 6.3240, 3.3696], [3.0137, 6.9843, 4.4396], [2.0453, 6.3474, 5.2152], [1.6407, 5.0685, 4.8471], [2.1180, 4.4575, 3.6670], [1.6772, 3.0760, 3.2642], [0.6691, 2.6326, 3.7379], [2.6743, 2.2647, 2.5241], [2.6124, 0.9248, 2.6003], [3.5720, 0.1009, 2.0589], [4.6141, 0.6914, 1.2715], [4.6510, 2.1185, 1.0668], [3.7411, 2.8545, 1.8367], [4.4835, 6.7958, 2.8321], [3.2078, 8.0191, 4.6018], [1.4887, 6.8927, 5.9519], [0.7184, 4.5967, 5.2669], [1.7417, 0.4612, 3.0475], [3.4744, -1.0079, 2.0892], [5.3530, 0.0626, 0.8412], [5.3057, 2.7904, 0.4386], [3.2698, -3.2952, 2.7764], [2.1090, -3.5846, 3.1069], [1.3886, -2.8193, 4.1037], [2.1125, -1.8200, 4.7441], [1.4301, -0.9151, 5.5630], [0.0374, -1.0300, 5.6692], [-0.6325, -1.9400, 4.8850], [0.0282, -2.8011, 4.0531], [-0.7087, -3.8564, 3.3301], [-1.9366, -3.9456, 3.3903], [0.0284, -4.7225, 2.4238], [-0.5517, -5.7226, 1.5514], [0.2422, -6.6442, 0.8914], [1.6113, -6.5100, 0.8556], [2.2265, -5.4744, 1.5421], [1.4427, -4.6698, 2.3696], [3.1910, -1.6959, 4.5233], [2.0021, -0.3005, 6.2669], [-0.5459, -0.3271, 6.2687], [-1.6796, -2.1831, 4.8808], [-1.6673, -5.7031, 1.5749], [-0.2946, -7.3438, 0.2902], [2.1702, -7.2121, 0.2122], [3.3078, -5.4291, 1.4892], [-5.0580, -3.9211, 3.9963], [-4.9453, -2.7552, 4.2675], [-4.2879, -2.2330, 5.5063], [-3.8833, -3.1440, 6.5264], [-3.3008, -2.6706, 7.7186], [-3.1246, -1.2935, 7.8353], [-3.5984, -0.3913, 6.8554], [-4.2061, -0.8578, 5.6984], [-4.6105, 0.1654, 4.7147], [-4.4793, 1.3231, 4.9803], [-5.2040, -0.3871, 3.4491], [-5.5895, 0.4956, 2.4812], [-6.0797, 0.0750, 1.2965], [-6.2642, -1.2432, 1.0256], [-5.8909, -2.1705, 1.9838], [-5.2828, -1.7343, 3.1905], [-3.9166, -4.2788, 6.2197], [-2.7359, -3.3578, 8.3719], [-2.5020, -0.9110, 8.6178], [-3.2679, 0.6589, 6.8612], [-5.5085, 1.5459, 2.6823], [-6.3543, 0.8344, 0.5292], [-6.5717, -1.5081, 0.0406], [-6.0008, -3.1952, 1.7037], [-4.0451, 7.3955, -0.4211], [-3.1778, 6.5982, -0.1687], [-1.9837, 7.0708, 0.5655], [-1.8431, 8.3984, 0.9884], [-0.6626, 8.8073, 1.5681], [0.4123, 7.8973, 1.8475], [0.2772, 6.5847, 1.5046], [-0.8903, 6.1825, 0.7706], [-1.0412, 4.7532, 0.4557], [-0.1708, 3.9335, 0.6911], [-2.2762, 4.2579, -0.1964], [-2.4823, 2.9068, -0.3742], [-3.6605, 2.3616, -0.9341], [-4.5362, 3.3175, -1.5536], [-4.3731, 4.6577, -1.2820], [-3.3027, 5.1714, -0.5805], [-2.7405, 9.0641, 0.9636], [-0.5149, 9.8565, 1.8881], [1.2560, 8.4543, 2.3057], [1.0019, 5.8249, 1.8051], [-1.7147, 2.2129, -0.1050], [-3.7508, 1.3300, -1.1424], [-5.4631, 2.9907, -2.0745], [-5.1990, 5.3258, -1.4419], [-1.5683, 2.1749, -4.0271], [-0.6937, 2.7578, -3.4311], [-0.8092, 4.2129, -3.2131], [-1.9542, 4.7957, -3.6792], [-2.1884, 6.1460, -3.5829], [-1.2002, 6.9924, -3.0978], [0.0161, 6.3635, -2.7005], [0.1767, 5.0037, -2.6671], [1.3454, 4.3031, -2.0877], [2.2381, 4.8651, -1.5267], [1.3735, 2.7785, -2.0704], [2.4960, 2.0284, -1.5395], [2.3424, 0.6922, -1.4804], [1.3143, -0.0003, -2.1033], [0.2681, 0.6445, -2.7090], [0.3583, 2.0528, -2.7061], [-2.7513, 4.1873, -4.0886], [-3.0746, 6.6193, -4.0665], [-1.3355, 8.0720, -3.0310], [0.7899, 7.0078, -2.2747], [3.3195, 2.6489, -1.1950], [3.1357, 0.0995, -1.0521], [1.3551, -1.0248, -2.1623], [-0.4820, 0.1154, -3.2945], [4.2560, -3.6604, -8.6457], [3.5444, -3.5467, -7.6796], [2.1768, -4.1577, -7.5939], [1.7959, -5.0828, -8.5554], [0.5057, -5.5500, -8.5147], [-0.4179, -5.1092, -7.5114], [0.0039, -4.2119, -6.6028], [1.3572, -3.6758, -6.6266], [1.8065, -2.7389, -5.5749], [0.9556, -2.2833, -4.8365], [3.2520, -2.3825, -5.4554], [3.7577, -1.7203, -4.3926], [5.1327, -1.5398, -4.3286], [6.0124, -1.9828, -5.3354], [5.4728, -2.6761, -6.4387], [4.0848, -2.8566, -6.4869], [2.5015, -5.4262, -9.2537], [0.1355, -6.2193, -9.2736], [-1.3821, -5.5442, -7.4625], [-0.6744, -3.9463, -5.7608], [3.1522, -1.4573, -3.5109], [5.5770, -1.0777, -3.5064], [7.0642, -1.8140, -5.3117], [6.0660, -3.0524, -7.2792], [-2.3233, -5.4731, -2.6201], [-2.8872, -5.0020, -1.6652], [-3.6168, -5.7547, -0.5672], [-4.2549, -4.7111, 0.2589], [-3.3004, -3.5028, -0.0109], [-2.8485, -3.7001, -1.3796], [-4.3375, -6.4426, -1.0425], [-2.8821, -6.2842, -0.0347], [-5.2804, -4.5051, -0.0912], [-4.3226, -4.8476, 1.3318], [-3.7643, -2.5390, 0.1910], [-2.4827, -3.6619, 0.6284], [-4.7977, -1.0777, -2.0116], [-4.0974, -1.4958, -2.8735], [-2.7315, -0.9568, -3.1550], [-2.4227, -1.5960, -4.6155], [-3.4208, -2.8225, -4.5860], [-4.5499, -2.4298, -3.7835], [-2.9157, 0.0889, -3.3149], [-2.0081, -1.1988, -2.3808], [-2.7167, -0.9622, -5.3829], [-1.4176, -1.9212, -4.6571], [-3.8363, -3.0146, -5.5583], [-2.8653, -3.6331, -4.0813], [-1.5556, 7.7970, 5.1491], [-2.2008, 6.9143, 4.6336], [-2.0973, 5.4642, 4.9413], [-3.1303, 4.8358, 3.9291], [-4.1343, 6.0034, 3.8243], [-3.2570, 7.1341, 3.8058], [-1.0899, 5.0372, 4.8441], [-2.4522, 5.4235, 5.9687], [-2.6111, 4.8070, 2.9922], [-3.5788, 3.8249, 4.1230], [-4.7187, 5.9549, 2.9177], [-4.7598, 6.1253, 4.7336], [0.4081, -1.6519, 1.1518], [-0.5422, -0.9458, 1.3103], [-0.5517, 0.3349, 2.0956], [-1.9962, 0.6391, 2.2280], [-2.7113, -0.3891, 1.2194], [-1.7717, -1.3287, 0.8045], [0.0203, 0.1151, 2.9971], [-0.0072, 1.1122, 1.6124], [-2.3622, 0.5061, 3.2604], [-2.3234, 1.6462, 1.9805], [-3.4869, -0.8768, 1.7283], [-3.0604, 0.0691, 0.3255]], "lowdin_charge": [0.0996, -0.2664, -0.1189, 0.0161, -0.0430, -0.0545, 0.0140, -0.1310, -0.2971, 0.0905, -0.1112, 0.0187, -0.0505, -0.0832, -0.0026, -0.1057, 0.1224, 0.1259, 0.0760, 0.1181, 0.1129, 0.1244, 0.1326, 0.1197, 0.1253, -0.2872, -0.0883, 0.0115, -0.0543, -0.0533, -0.0079, -0.0932, -0.2874, 0.1131, -0.0892, -0.0331, -0.0200, -0.0155, 0.0197, -0.0944, 0.1143, 0.0955, 0.1048, 0.1085, 0.0843, 0.0953, 0.0788, 0.1434, 0.0631, -0.2756, -0.1019, 0.0060, -0.0381, -0.0357, -0.0059, -0.1109, -0.2639, 0.1001, -0.0489, 0.0222, -0.0650, -0.0569, -0.0037, -0.0795, 0.1336, 0.1189, 0.1095, 0.1033, 0.1119, 0.1037, 0.1246, 0.1279, 0.1098, -0.2795, -0.0990, 0.0060, -0.0594, -0.0627, -0.0032, -0.1080, -0.3061, 0.1126, -0.1144, -0.0326, -0.0734, -0.0520, 0.0156, -0.0641, 0.1607, 0.1163, 0.0987, 0.1276, 0.1241, 0.1329, 0.1061, 0.0980, 0.1152, -0.3045, -0.0868, -0.0140, -0.0468, -0.0416, 0.0213, -0.0587, -0.2979, 0.1010, -0.0808, -0.0109, -0.0038, -0.0312, -0.0344, -0.0804, 0.1405, 0.1176, 0.1160, 0.1015, 0.1005, 0.0658, 0.1228, 0.1201, 0.1021, -0.2965, -0.1019, -0.0248, -0.0684, -0.0315, 0.0103, -0.1067, -0.2869, 0.1281, -0.0234, 0.0280, -0.0623, -0.0532, 0.0325, -0.0844, 0.1249, 0.1300, 0.1141, 0.1273, 0.1100, 0.0888, 0.0616, 0.0983, 0.1158, -0.2790, -0.0963, -0.0012, -0.0351, -0.0577, 0.0088, -0.0574, -0.2592, 0.0961, -0.0902, 0.0012, -0.0394, -0.0214, 0.0232, -0.0774, 0.1076, 0.1020, 0.0973, 0.1186, 0.1190, 0.0925, 0.1049, 0.1273, 0.1057, -0.4784, -0.0833, -0.1406, -0.1015, 0.0398, 0.1441, 0.0882, 0.1229, 0.1087, 0.1009, 0.0856, 0.1057, -0.5021, -0.0496, -0.0653, -0.1351, 0.0177, 0.0964, 0.1170, 0.0889, 0.0591, 0.1170, 0.1009, 0.1060, -0.4922, -0.0519, -0.1040, -0.1419, 0.0016, 0.0948, 0.1336, 0.0855, 0.1187, 0.1194, 0.1376, 0.1230, -0.4003, -0.0824, -0.0760, -0.1287, 0.0167, 0.0953, 0.1127, 0.1095, 0.0995, 0.0719, 0.0925], "e_lumo_ev": -1.4, "spin_multiplicity": 1, "e_homo_ev": -9.4, "smiles": "O=C1c2ccccc2C(=O)c2ccccc21.O=C1c2ccccc2C(=O)c2ccccc21.O=C1c2ccccc2C(=O)c2ccccc21.O=C1c2ccccc2C(=O)c2ccccc21.O=C1c2ccccc2C(=O)c2ccccc21.O=C1c2ccccc2C(=O)c2ccccc21.O=C1c2ccccc2C(=O)c2ccccc21.O=C1CCCO1.O=C1CCCO1.O=C1CCCO1.O=C1CCCO1", "e_tot_ha": -6047.5561, "total_charge": 0}